Computed, not measured: a cluster of 10 separate species, C34H95N7O10 in total at a distorted geometry, with wB97M-V/def2-TZVPD.

Geometry as XYZ:
```
146
Properties=species:S:1:pos:R:3:forces:R:3
C -1.95009 -3.60529 -2.52587 -2.1 0.3 -1.5
O -3.20828 -3.03829 -3.01686 1.7 -0.7 0.2
C -4.34598 -3.35284 -2.28942 0.6 3.0 1.8
C -5.43052 -2.55482 -2.99516 0.0 -1.1 -1.3
C -6.72510 -2.69520 -2.23454 -1.0 0.4 -1.4
N -5.51956 -3.21501 -4.39187 0.5 0.7 1.7
H -1.31938 -3.15307 -3.27744 1.2 0.1 0.7
H -1.95908 -4.66860 -2.67528 0.0 -0.8 -0.4
H -1.82550 -3.50664 -1.46046 0.4 0.9 0.3
H -4.57037 -4.39303 -2.24665 -0.2 -1.0 -0.1
H -4.17287 -2.93810 -1.20723 -0.6 -0.8 -1.4
H -5.14652 -1.48032 -3.11756 0.0 -0.8 0.4
H -6.63570 -2.23554 -1.25384 -0.2 -0.2 0.1
H -7.05875 -3.73404 -2.22178 0.3 -0.1 0.5
H -7.52949 -2.20461 -2.82234 0.3 0.1 0.5
H -4.60518 -3.06557 -4.83530 -0.6 -0.1 0.3
H -6.19424 -2.70552 -4.92904 -0.4 0.3 -0.4
C 2.70588 0.59550 1.89265 -0.3 0.3 0.5
O 2.59158 -0.79891 1.85345 -0.4 -1.2 1.2
C 1.85994 -1.31433 3.00251 -0.2 1.0 0.0
C 2.56261 -1.08184 4.38906 -0.1 -0.4 -0.8
C 4.04375 -1.45320 4.28967 0.3 2.0 1.1
N 1.78293 -1.88506 5.37052 0.3 0.9 -1.1
H 3.24498 0.98501 2.77160 0.1 -0.3 -0.2
H 1.72242 1.07650 1.92414 -0.1 0.1 -0.1
H 3.20875 0.86242 0.98082 0.2 0.4 -0.3
H 0.89596 -0.75821 3.07111 0.3 -0.6 -0.2
H 1.65942 -2.40782 2.81495 0.4 1.1 0.2
H 2.49076 -0.02985 4.74465 -0.2 -0.5 -0.5
H 4.57199 -0.72837 3.64213 -0.3 -0.3 0.2
H 4.16431 -2.40869 3.85513 0.3 -1.2 -0.2
H 4.53637 -1.34909 5.29588 -0.4 -0.5 -0.9
H 1.99339 -2.85733 5.22333 0.1 -0.4 0.2
H 2.13562 -1.58800 6.25089 0.1 -0.3 1.1
C -0.92999 1.96344 -2.39328 0.4 -0.9 -2.1
O -0.05350 1.97028 -1.33463 0.7 -1.1 1.0
C 0.62281 0.70637 -1.22848 1.3 1.5 0.8
C -0.26198 -0.45679 -0.91505 -1.0 -0.7 1.0
C -1.11501 -0.09745 0.33941 1.0 -0.6 0.1
N 0.49575 -1.71645 -0.64735 -0.4 0.8 -0.4
H -1.46060 2.88258 -2.33237 -0.8 0.5 -0.2
H -1.55503 1.05506 -2.44405 -0.3 0.6 0.4
H -0.38533 1.90257 -3.38604 -0.2 0.4 0.7
H 1.17445 0.56329 -2.15229 0.3 -0.3 -0.4
H 1.37205 0.86534 -0.40606 -0.6 -0.3 -0.7
H -0.87093 -0.67531 -1.79308 -0.3 -0.1 0.2
H -0.41194 0.43781 1.03986 -0.5 -1.1 -0.1
H -1.62473 -1.01537 0.74961 0.7 1.0 -0.1
H -1.83297 0.68429 0.19647 -0.6 0.1 -0.6
H 1.10539 -1.86711 -1.44532 0.1 -0.2 0.0
H 1.10125 -1.53697 0.13791 0.5 0.1 0.4
C -4.33364 2.06323 0.11775 0.4 0.7 0.5
O -3.31029 2.04822 1.14746 -1.7 -0.2 -0.5
C -3.76799 2.33995 2.46672 -1.4 1.2 -0.3
C -2.88173 1.67699 3.44905 1.8 0.9 0.5
C -3.39085 1.95331 4.84961 0.0 -0.1 0.2
N -1.52814 2.31804 3.33648 0.0 -0.3 -1.9
H -5.30485 1.72624 0.50911 0.3 -0.1 -0.1
H -3.97404 1.39709 -0.65317 -0.1 -0.3 -0.2
H -4.48787 3.06564 -0.36031 0.3 -0.5 0.6
H -3.70450 3.46294 2.57245 -0.2 -0.9 0.3
H -4.85081 2.03550 2.76619 1.5 0.2 -1.3
H -2.78921 0.60776 3.23101 -0.4 0.0 0.2
H -4.44846 1.69169 4.91753 0.1 -0.4 0.2
H -3.34073 3.02641 5.12988 0.3 -0.6 -0.3
H -2.77894 1.33180 5.51400 -0.4 0.3 0.3
H -1.23622 2.24679 2.32901 -0.6 0.3 1.1
H -0.78481 1.77944 3.76136 -0.2 -0.3 0.6
C -4.25663 -0.89967 -7.41886 -0.5 -0.3 0.4
O -2.91564 -1.32327 -7.47210 -0.6 -0.6 0.0
C -2.80596 -2.69832 -7.05796 0.1 1.0 -1.1
C -1.39154 -3.12251 -7.35138 0.4 -0.7 0.3
C -1.32532 -4.59372 -6.95636 -0.9 -0.2 0.2
N -0.48113 -2.31720 -6.54961 0.1 -0.1 0.2
H -4.58089 -0.79743 -6.39145 -0.1 0.0 0.6
H -4.99063 -1.59397 -7.88029 0.6 0.1 -0.1
H -4.38050 0.07697 -7.85392 0.3 0.3 -0.5
H -2.94523 -2.81389 -5.98352 -0.3 0.1 0.2
H -3.54975 -3.27908 -7.64453 0.4 0.0 0.4
H -1.15914 -2.97008 -8.41584 -0.3 -0.3 0.0
H -1.67630 -4.70019 -5.87409 0.4 0.0 -1.4
H -0.31758 -5.01244 -7.04492 -0.2 0.0 -0.1
H -2.04299 -5.11216 -7.65903 0.9 0.1 1.0
H -0.50218 -1.38821 -6.96761 0.6 -0.2 0.4
H 0.45965 -2.73722 -6.49070 -0.7 0.7 -0.4
C 0.81797 4.37741 4.30781 0.7 -0.6 -0.4
O 1.35672 3.73090 3.16364 -0.6 0.9 -1.7
C 0.75239 4.33738 1.97530 -1.5 1.1 1.4
C 1.04616 5.89087 1.67271 -0.8 -1.8 1.1
C 0.44878 6.19661 0.32523 0.9 1.4 -0.3
N 2.45927 6.20979 1.75758 -0.1 -0.3 0.8
H 1.19891 5.39368 4.30532 -0.3 0.4 0.4
H 1.23671 3.82987 5.14330 -0.1 0.1 0.4
H -0.26702 4.28757 4.28211 -0.1 0.3 0.2
H 0.95805 3.69851 1.13938 0.7 -0.2 -0.6
H -0.36758 4.29454 2.10323 0.8 -0.1 0.0
H 0.54008 6.54575 2.41382 0.1 -0.6 -0.2
H 0.92063 5.57487 -0.44011 -0.4 -0.1 -0.1
H 0.79730 7.23045 0.15414 -0.3 -0.2 -0.4
H -0.64220 6.22060 0.26362 0.2 -0.4 0.1
H 2.74658 5.73482 2.62468 0.3 0.4 -0.3
H 2.92235 5.66637 1.05274 0.3 -0.2 -0.6
C 2.72683 3.68586 -1.79697 -0.8 0.8 0.2
O 3.41390 3.34544 -0.63948 0.6 -0.5 1.3
C 4.79544 3.68479 -0.64543 0.6 -0.7 0.7
C 5.23158 4.16179 0.76300 1.1 0.4 0.1
C 6.80149 4.40902 0.84716 -1.6 -1.6 -0.1
N 4.82352 3.29539 1.88406 1.2 1.6 -0.6
H 1.65876 3.46020 -1.65809 0.5 -0.1 0.0
H 3.12147 3.15967 -2.64543 0.2 -0.2 -0.7
H 2.82114 4.76809 -1.92028 0.0 0.1 -0.5
H 5.41210 2.81995 -0.97523 -0.3 0.3 0.2
H 4.99051 4.47143 -1.35293 0.0 0.6 -0.4
H 4.74088 5.14102 0.93297 0.4 -0.4 -0.2
H 7.02708 4.95097 1.70991 0.1 0.7 1.7
H 7.16032 5.02310 0.08411 0.3 0.9 -1.7
H 7.45773 3.52344 0.86067 -0.7 -0.1 -0.1
H 5.52059 2.59712 2.01008 0.3 -0.9 0.1
H 3.93890 2.92139 1.68695 -1.4 -0.7 -0.1
C -2.01323 -3.40652 4.90988 -1.0 -0.3 1.0
C -1.37237 -2.45199 3.99518 0.0 1.8 -1.1
O -0.98612 -1.29005 4.71277 0.9 0.6 0.7
H -2.34919 -4.31585 4.41880 -0.2 -0.1 -0.1
H -2.86863 -2.88062 5.42392 0.8 -0.7 -0.5
H -1.28814 -3.67986 5.66989 0.0 -0.2 0.3
H -2.04540 -2.09021 3.20305 -0.2 -0.1 0.3
H -0.54337 -2.79639 3.39658 0.6 -0.8 0.1
H -0.11519 -1.42534 5.19055 -1.0 -0.2 -0.8
C 6.78698 -1.63363 -0.98074 -2.3 0.3 -0.2
C 5.52061 -0.92869 -0.43040 -0.7 1.1 -0.5
O 5.80256 0.50069 -0.36033 0.8 -0.9 -0.3
H 6.44534 -2.64579 -1.20835 0.3 0.0 -0.4
H 7.55479 -1.72192 -0.26840 0.9 0.1 1.1
H 7.18041 -1.09162 -1.84211 -0.2 -0.2 -0.1
H 5.16593 -1.28952 0.53880 0.5 -0.1 0.2
H 4.60234 -1.08474 -1.07472 1.1 0.1 0.1
H 5.09071 1.04397 -0.02676 -0.6 -0.3 0.2
C -1.14993 -6.30178 1.26305 -1.1 -1.4 0.3
C -0.30799 -5.11649 1.08628 -1.0 1.6 0.6
O -1.16586 -3.98348 0.72412 1.3 -0.6 0.6
H -0.63981 -7.22615 1.52940 0.5 0.2 0.0
H -1.63097 -6.50401 0.32647 -0.4 -0.2 -0.7
H -1.96205 -6.22353 1.97447 -0.1 0.5 0.4
H 0.32400 -5.28645 0.28704 1.4 -0.4 -2.0
H 0.38250 -4.93863 1.90755 -0.3 0.5 0.6
H -0.55415 -3.33657 0.31538 -0.4 0.1 0.0
```
Positions in Å, forces in eV/Å.

Output
**SMILES**: COC[C@H](C)N.COC[C@H](C)N.COC[C@H](C)N.COC[C@H](C)N.COC[C@H](C)N.COC[C@H](C)N.COC[C@H](C)N.CCO.CCO.CCO
**ΔE to the lowest compared entry with this formula, charge and spin**: 291.4 kJ/mol
**Maximum force**: 3.5 eV/A
**LUMO level**: 0.502 eV
**HOMO level**: -8.7499 eV



Computed, not measured: a structure of composition CH12Na6O9 at a distorted geometry, with wB97M-V/def2-TZVPD.

Geometry as XYZ:
```
28
Properties=species:S:1:pos:R:3:forces:R:3
Na 3.13607 0.93074 0.48885 -0.4 0.0 0.5
Na -1.01286 -1.80598 -3.05574 -0.3 -0.4 0.7
Na 1.76758 0.46075 -3.16012 0.1 0.0 -0.1
Na 2.31716 -2.60662 0.21584 -0.5 -0.5 0.4
Na -1.20498 2.17393 -1.73392 -0.5 -0.4 0.4
Na 2.34877 3.31637 -1.75364 -0.1 0.5 0.0
C 0.56041 0.09482 -0.55997 -0.4 1.0 1.2
O -0.29289 -0.29961 -1.32301 -3.5 -3.5 -4.2
O 1.00729 -0.54811 0.39895 2.1 -2.1 0.9
O 0.87502 1.28772 -0.74275 2.9 4.9 -0.3
O -2.74237 0.48819 -2.73345 0.9 0.1 0.3
H -3.65904 0.56994 -2.99661 -0.7 0.1 0.0
H -2.33115 -0.00213 -3.44529 -0.4 0.4 -0.5
O 0.93098 3.70174 0.83130 0.1 0.3 -0.8
H 1.87203 3.84593 0.93065 0.3 0.5 0.6
H 0.86379 2.86886 0.36435 -0.3 -0.8 0.2
O -2.39460 -1.56068 0.20238 -0.6 0.4 -0.5
H -2.02111 -2.35733 0.57931 0.0 -0.5 0.4
H -1.68519 -1.18711 -0.32049 0.2 0.2 -0.2
O -1.50543 0.30266 2.35403 0.2 0.3 0.1
H -0.63698 0.53338 2.02418 0.3 0.2 0.2
H -1.92462 -0.15600 1.62593 -0.5 -0.5 -0.3
O 1.92282 -0.66202 2.80027 0.5 0.0 0.2
H 1.50036 -0.64028 1.94162 -0.5 0.2 -0.1
H 2.83877 -0.86653 2.61198 0.5 -0.2 0.6
O -0.32634 -2.91919 1.27277 0.8 -0.7 -0.6
H -0.18123 -2.89770 2.21866 -0.2 -0.1 0.6
H -0.02229 -2.06574 0.96389 -0.2 0.7 0.1
```
Positions in Å, forces in eV/Å.

Output
**Charge**: +3
**ΔE to the lowest compared entry with this formula, charge and spin**: 20.0 kJ/mol
**Spin multiplicity**: 2
**Maximum force**: 6.5 eV/A
**LUMO level (spin up / spin down)**: -10.518 / -11.095 eV
**HOMO level (spin up / spin down)**: -15.3092 / -18.0930 eV



Computed, not measured: a structure of composition C37H33N8O3S2W, with wB97M-V/def2-TZVPD.

Geometry as XYZ:
```
84
Properties=species:S:1:pos:R:3:forces:R:3
W 1.46783 0.36829 -0.83115 0.1 -0.5 0.1
O 3.58805 0.69658 -0.35887 0.0 0.2 -0.1
S 4.07749 0.95547 -1.76162 0.1 0.0 0.0
O 4.19080 2.32182 -2.14855 -0.1 0.0 0.1
N 2.77502 0.20884 -2.40097 0.0 0.4 -0.2
C 2.38269 0.40283 -3.73812 -0.3 0.0 -0.2
C 3.17636 0.62461 -4.83087 0.0 -0.2 0.0
C 2.57930 0.76799 -6.10163 0.0 0.0 0.0
C 1.22657 0.66770 -6.25924 0.0 0.0 0.0
C 0.39193 0.45151 -5.13429 0.1 0.0 0.1
C -1.00356 0.33575 -5.20963 0.0 0.0 0.0
C -1.71970 0.13768 -4.05389 0.1 0.0 0.1
C -1.06051 0.09547 -2.82966 0.0 0.0 0.0
N 0.27015 0.21992 -2.68759 -0.3 0.0 -0.1
C 0.98796 0.35487 -3.86180 0.2 0.0 -0.1
C 5.53837 0.11890 -2.10964 0.1 0.0 0.1
C 5.60344 -1.26599 -1.96628 -0.1 -0.1 0.0
C 6.79380 -1.90043 -2.25901 0.0 0.0 0.0
C 7.89385 -1.15546 -2.67689 0.0 0.0 0.0
C 7.81696 0.22466 -2.80861 -0.1 0.0 0.0
C 6.62972 0.88096 -2.52682 0.1 0.0 0.0
H 4.25402 0.66586 -4.74393 0.0 0.0 0.0
H 3.21490 0.94306 -6.95735 0.0 0.0 0.0
H 0.77493 0.75720 -7.23775 0.0 0.0 0.0
H -1.50115 0.39514 -6.16966 0.0 0.0 0.0
H -2.79349 0.02466 -4.06747 0.0 0.0 0.0
H -1.64161 -0.04861 -1.93605 0.0 0.0 0.0
H 4.74016 -1.83312 -1.64080 0.0 0.0 0.0
H 6.87402 -2.97396 -2.16421 0.0 0.0 0.0
H 8.82193 -1.66202 -2.90423 0.0 0.0 0.0
H 8.68007 0.78869 -3.13135 0.0 0.0 0.0
H 6.54355 1.95218 -2.62976 0.0 0.0 0.0
C 1.00910 -3.22474 3.02334 -0.1 0.0 0.0
N 1.09501 -1.76800 3.13253 -0.1 0.2 0.0
C 0.79359 -1.05329 4.27177 0.1 0.2 0.0
C 1.03048 0.24584 4.00825 -0.1 -0.1 0.1
N 1.47707 0.32512 2.68789 0.1 -0.2 0.0
C 1.49801 -0.93451 2.17083 0.0 -0.1 -0.1
S 1.96576 -1.48813 0.60124 0.0 0.1 0.1
C 1.87451 1.55381 2.10220 -0.1 0.1 0.0
C 2.46760 2.53037 2.88720 0.0 0.0 -0.1
C 2.72199 3.77701 2.33249 0.0 0.0 -0.1
C 2.34920 4.03833 1.01491 -0.1 -0.2 0.3
C 1.77969 3.00557 0.30833 0.4 0.2 -0.2
N 1.58822 1.77303 0.81392 -0.2 0.1 0.0
H 0.40977 -3.58121 3.85421 0.0 0.0 0.0
H 2.01025 -3.65039 3.04838 0.0 -0.1 0.0
H 0.51169 -3.48566 2.09195 0.1 0.0 0.0
H 0.41759 -1.53830 5.15465 0.0 0.0 0.0
H 0.88626 1.12101 4.61426 0.0 0.0 0.0
H 2.74830 2.31368 3.90784 0.0 0.0 0.0
H 3.20511 4.53801 2.93039 0.0 0.0 0.0
H 2.50376 4.99998 0.54956 0.0 0.0 0.0
H 1.50311 3.14241 -0.73699 0.1 0.0 0.0
C -8.89695 -0.35092 0.98508 -0.1 0.0 0.0
C -7.62514 -0.66188 1.71432 0.1 0.0 0.0
C -7.20132 0.12050 2.78706 0.0 -0.1 -0.1
C -6.02514 -0.16636 3.46046 0.0 -0.1 -0.1
C -5.26065 -1.26014 3.07128 0.0 0.1 0.0
N -4.08601 -1.55632 3.83177 0.1 0.1 0.1
C -2.88987 -1.98168 3.41303 0.0 -0.5 0.1
O -2.01791 -2.42834 4.13674 0.1 0.2 0.0
N -2.64420 -1.96285 1.98954 0.1 0.2 0.0
C -2.24825 -0.77361 1.39767 0.2 -0.1 -0.2
C -2.87965 0.45618 1.59992 0.0 0.0 -0.1
C -2.38381 1.57188 0.94842 0.0 0.0 0.0
C -1.25320 1.47396 0.16423 0.0 0.0 -0.1
N -0.61184 0.30107 -0.01417 0.1 0.1 0.2
C -1.13265 -0.79682 0.55328 -0.2 0.0 0.1
C -5.66804 -2.06599 2.01640 0.0 0.1 0.1
C -6.83620 -1.75100 1.34224 0.0 0.1 0.0
H -9.59146 0.19512 1.62082 0.0 0.0 0.0
H -9.38867 -1.26288 0.65077 0.0 0.0 0.0
H -8.69837 0.26226 0.10393 0.0 0.0 0.0
H -7.80484 0.95774 3.11211 0.0 0.0 0.0
H -5.71850 0.44484 4.30070 0.0 0.0 0.0
H -4.17581 -1.54076 4.83905 0.0 0.0 0.0
H -1.99315 -2.71516 1.80408 0.0 0.0 0.0
H -3.76175 0.53259 2.21994 0.0 0.0 0.1
H -2.87684 2.52839 1.05123 0.0 0.0 0.0
H -0.84760 2.33881 -0.34334 0.0 0.0 0.0
H -0.64167 -1.73739 0.34215 0.1 0.0 0.0
H -5.10122 -2.94319 1.74004 0.0 0.0 0.0
H -7.15923 -2.38900 0.52981 0.0 0.0 0.0
```
Positions in Å, forces in eV/Å.

Output
**Charge**: +3
**ΔE to the lowest compared entry with this formula, charge and spin**: 19.2 kJ/mol
**Spin multiplicity**: 3
**Maximum force**: 0.6 eV/A
**LUMO level (spin up / spin down)**: -9.194 / -9.358 eV
**HOMO level (spin up / spin down)**: -14.6017 / -14.6015 eV